<a>
Molecular formula: C2H4O3P
Method: DFT, ωB97M-V/def2-TZVPD

Each line ends with the Mulliken charge.
CARTESIAN COORDINATES (ANGSTROEM)
1 C -1.393 -1.278 -1.391  0.11
2 C 0.075 0.470 1.045  -0.84
3 O 1.512 2.065 -0.697  -0.61
4 O -1.833 -1.788 -2.408  -0.43
5 O 2.506 -0.215 -0.015  -0.59
6 P 1.360 0.640 -0.336  0.55
7 H -1.830 -1.429 -0.334  0.05
8 H -0.071 -0.611 1.232  0.20
9 H 0.489 0.931 2.031  0.31
10 H -0.815 1.214 0.874  0.24

Computed properties:
Molecular weight, g/mol: 107.02
Gap between HOMO and LUMO (alpha / beta), eV: 5.433 / 8.071
Charge: -1

=====

<b>
Molecular formula: C2H4O3P
Method: DFT, ωB97M-V/def2-TZVPD

Each line ends with the Mulliken charge.
CARTESIAN COORDINATES (ANGSTROEM)
1 C -0.328 0.772 0.365  -0.96
2 C 0.258 0.144 -0.968  0.57
3 O -0.229 0.454 -2.035  -0.57
4 P 1.466 -1.186 -0.589  0.58
5 O 2.524 -0.225 -0.098  -0.70
6 O 0.915 -2.488 0.396  -0.76
7 H -0.870 -0.047 1.051  0.25
8 H -1.178 1.362 0.067  0.32
9 H 0.483 1.329 0.899  0.26
10 H 1.632 -1.651 -1.994  0.01

Computed properties:
Molecular weight, g/mol: 107.02
Gap between HOMO and LUMO, eV: 8.696
Charge: -1
Structure (SMILES): CC(=O)[P@@H](=O)[O-]

=====

Which is the most stable structure? <b> is the most stable.

=====

<a>
Molecular formula: C4H13N2O2
Method: DFT, ωB97M-V/def2-TZVPD

Each line ends with the Mulliken charge.
CARTESIAN COORDINATES (ANGSTROEM)
1 O 0.703 -1.029 2.107  -0.67
2 C -0.131 -0.490 1.383  0.60
3 N -1.435 -0.424 1.616  -0.25
4 C 0.451 0.116 0.089  -0.17
5 N 1.634 -0.806 -0.201  -0.28
6 C -0.814 -1.304 -1.590  -1.17
7 C -0.441 0.152 -1.159  -0.78
8 H -2.029 0.088 0.983  0.16
9 H -1.860 -0.628 2.518  0.30
10 H 0.919 1.106 0.269  0.30
11 H 1.439 -1.612 -0.819  0.33
12 H 1.941 -1.205 0.706  0.35
13 H 2.465 -0.346 -0.613  0.37
14 H -0.890 -1.360 -2.689  0.33
15 H -1.829 -1.624 -1.368  0.32
16 H -0.246 -2.146 -1.223  0.37
17 H 0.103 0.744 -1.877  0.46
18 H -1.346 0.668 -0.838  0.47
19 H 0.035 3.761 0.550  0.29
20 H 0.763 3.409 1.500  0.30
21 O 0.568 2.929 0.658  -0.61

Computed properties:
Molecular weight, g/mol: 121.16
Gap between HOMO and LUMO, eV: 11.360
Charge: +1

=====

<b>
Molecular formula: C4H13N2O2
Method: DFT, ωB97M-V/def2-TZVPD

Each line ends with the Mulliken charge.
CARTESIAN COORDINATES (ANGSTROEM)
1 C 1.616 0.729 0.454  -1.49
2 C 0.294 0.474 -0.359  0.91
3 C 0.519 0.298 -1.902  -1.34
4 N -0.873 1.313 -0.033  -0.62
5 C -0.371 -0.947 0.233  0.33
6 N -0.971 -0.543 1.640  -0.16
7 O 0.498 -1.944 0.472  -0.49
8 O -1.470 -1.446 -0.473  -0.61
9 H 1.481 1.302 1.416  0.32
10 H 2.269 1.371 -0.225  0.43
11 H 2.215 -0.203 0.635  0.36
12 H -0.078 -0.508 -2.234  0.37
13 H 0.554 1.199 -2.575  0.38
14 H 1.645 0.099 -1.781  0.37
15 H -1.335 1.661 -0.881  0.28
16 H -0.733 2.267 0.485  0.25
17 H -1.881 -0.831 1.732  0.28
18 H -0.508 -1.017 2.376  0.33
19 H -0.930 0.469 1.784  0.36
20 H 0.209 -2.783 0.173  0.36
21 H -2.150 -0.960 -0.937  0.38

Computed properties:
Molecular weight, g/mol: 121.16
Gap between HOMO and LUMO, eV: 10.839
Charge: +1
Structure (SMILES): CC(C)(N)C([NH3+])(O)O

=====

Which is the most stable structure? <a> is the most stable.

=====

<a>
Molecular formula: C4H13N2O2
Method: DFT, ωB97M-V/def2-TZVPD

Each line ends with the Mulliken charge.
CARTESIAN COORDINATES (ANGSTROEM)
1 N -1.215 0.437 2.022  -0.18
2 C -0.185 0.770 1.022  -0.84
3 C -0.489 -0.046 -0.264  0.59
4 N 0.516 -0.704 -0.928  -0.27
5 C 1.611 0.078 -1.557  -0.59
6 C 1.173 1.289 -2.348  -0.99
7 O -1.649 -0.391 -0.410  -0.59
8 H -1.879 1.198 2.157  0.36
9 H -0.780 -0.014 2.824  0.36
10 H -1.832 -0.348 1.723  0.39
11 H -0.175 1.801 0.750  0.33
12 H 0.816 0.564 1.374  0.38
13 H 0.040 -1.357 -1.541  0.29
14 H 2.235 0.316 -0.695  0.29
15 H 2.275 -0.582 -2.056  0.49
16 H 0.086 1.375 -2.406  0.35
17 H 1.641 1.351 -3.326  0.31
18 H 1.404 2.223 -1.825  0.31
19 H -1.240 -2.799 2.617  0.32
20 H -0.961 -2.822 1.081  0.31
21 O -1.394 -2.337 1.786  -0.62

Computed properties:
Molecular weight, g/mol: 121.16
Gap between HOMO and LUMO, eV: 10.534
Charge: +1

=====

<b>
Molecular formula: C4H13N2O2
Method: DFT, ωB97M-V/def2-TZVPD

Each line ends with the Mulliken charge.
CARTESIAN COORDINATES (ANGSTROEM)
1 O 0.823 0.091 -1.645  -0.64
2 C 1.130 0.590 -0.591  0.74
3 N 2.072 1.466 -0.449  -0.16
4 C 2.613 2.033 0.757  -0.76
5 C 0.139 0.117 0.571  -0.87
6 N -0.814 -0.858 -0.110  -0.15
7 C -2.006 -0.101 -0.738  -0.82
8 H 2.425 1.951 -1.266  0.28
9 H 3.577 1.566 0.996  0.30
10 H 2.949 3.087 0.693  0.31
11 H 1.857 1.831 1.631  0.24
12 H 0.760 -0.398 1.382  0.41
13 H -0.337 1.001 1.086  0.37
14 H -1.207 -1.599 0.570  0.32
15 H -0.274 -1.440 -0.713  0.41
16 H -2.566 -0.842 -1.288  0.35
17 H -1.541 0.594 -1.486  0.38
18 H -2.506 0.645 -0.051  0.31
19 H -2.459 -3.165 2.095  0.29
20 H -3.855 -2.802 1.499  0.30
21 O -2.934 -2.657 1.490  -0.61

Computed properties:
Molecular weight, g/mol: 121.16
Gap between HOMO and LUMO, eV: 10.814
Charge: +1

=====

Which is the most stable structure? <a> is the most stable.